Record 1
{"formula": "C20H22BrF2N2OP", "method": "ωB97M-V with the def2-TZVPD basis set", "elements": ["C", "C", "C", "F", "C", "C", "C", "C", "N", "C", "P", "O", "C", "N", "C", "C", "C", "C", "C", "Br", "H", "H", "H", "H", "H", "H", "H", "H", "H", "H", "H", "H", "H", "H", "H", "H", "H", "F", "C", "C", "C", "C", "C", "C", "H", "H", "H", "H", "H"], "xyz": [[-3.93, -1.43, -1.52], [-4.67, -0.12, -1.99], [-3.76, 1.14, -2.27], [-3.97, 2.18, -1.31], [-2.25, 0.84, -2.53], [-1.87, 0.65, -3.99], [-0.50, 0.40, -4.35], [0.59, 0.35, -3.32], [1.87, 0.14, -3.82], [2.74, 0.15, -2.78], [4.57, -0.05, -3.21], [5.24, -1.13, -2.38], [2.43, 0.34, -1.33], [1.17, 0.50, -0.90], [0.21, 0.52, -1.91], [-1.22, 0.75, -1.48], [-1.70, 0.92, -0.01], [-1.00, 0.04, 1.08], [-1.76, 0.30, 2.47], [-1.01, -1.90, 0.76], [-4.63, -1.96, -0.80], [-3.71, -2.15, -2.34], [-2.99, -1.23, -0.94], [-5.18, -0.38, -2.97], [-5.51, 0.20, -1.30], [-4.15, 1.59, -3.24], [-2.67, 0.72, -4.78], [-0.26, 0.25, -5.44], [4.66, -0.32, -4.62], [5.15, 1.24, -2.96], [3.27, 0.34, -0.59], [-2.81, 0.69, 0.07], [-1.61, 1.99, 0.35], [0.07, 0.33, 1.29], [-1.09, -0.11, 3.27], [-1.88, 1.41, 2.58], [-2.72, -0.27, 2.53], [1.23, 1.52, 4.80], [2.07, 0.48, 4.68], [2.70, 0.25, 3.47], [3.56, -0.83, 3.34], [3.78, -1.68, 4.43], [3.14, -1.44, 5.64], [2.28, -0.35, 5.77], [2.51, 0.91, 2.63], [4.07, -1.02, 2.40], [4.45, -2.52, 4.33], [3.30, -2.10, 6.48], [1.78, -0.14, 6.70]], "orbital_gap_ev": 8.074, "e_lumo_ev": -1.04, "smiles": "CC[C@@H](F)c1ccc2nc([PH2]=O)cnc2c1C[C@@H](C)Br.Fc1ccccc1"}

=====

Record 2
{"formula": "C20H22CaIN4O5S", "method": "ωB97M-V with the def2-TZVPD basis set", "elements": ["Ca", "O", "C", "O", "C", "C", "C", "C", "C", "O", "C", "C", "O", "O", "H", "H", "H", "H", "H", "H", "H", "H", "I", "C", "C", "C", "C", "N", "C", "H", "H", "H", "H", "N", "C", "N", "C", "C", "C", "C", "C", "H", "H", "H", "H", "H", "H", "H", "H", "H", "H", "S", "C", "N"], "xyz": [[0.88, 0.75, -0.18], [-2.05, -0.90, -2.82], [-0.95, -0.61, -2.34], [-0.67, 0.48, -1.73], [0.12, -1.72, -2.36], [0.19, -2.35, -0.94], [0.74, -3.77, -1.03], [2.23, -3.50, -1.36], [2.28, -1.97, -1.34], [1.30, -1.65, -0.32], [1.64, -1.38, -2.61], [2.02, 0.11, -2.83], [1.94, 0.53, -3.97], [2.45, 0.74, -1.79], [-0.23, -2.46, -3.08], [-0.70, -2.22, -0.34], [0.22, -4.36, -1.79], [0.63, -4.28, -0.07], [2.52, -3.89, -2.34], [2.89, -3.93, -0.60], [3.24, -1.53, -1.07], [1.98, -1.90, -3.50], [5.98, -2.18, 2.42], [5.01, -0.44, 1.82], [5.74, 0.70, 1.51], [5.05, 1.83, 1.11], [3.67, 1.78, 1.04], [2.98, 0.68, 1.33], [3.63, -0.42, 1.71], [6.82, 0.70, 1.58], [5.58, 2.74, 0.85], [3.08, 2.64, 0.73], [3.03, -1.30, 1.91], [-0.97, -0.12, 1.44], [-1.83, 0.63, 1.22], [-2.79, 1.48, 0.96], [-3.60, 2.06, 2.03], [-4.87, 1.22, 2.24], [-5.23, 0.46, 0.95], [-4.91, 1.32, -0.27], [-3.39, 1.52, -0.39], [-3.84, 3.08, 1.74], [-2.99, 2.13, 2.93], [-5.69, 1.89, 2.52], [-4.74, 0.51, 3.06], [-6.29, 0.17, 0.96], [-4.65, -0.47, 0.89], [-5.42, 2.28, -0.18], [-5.27, 0.85, -1.19], [-3.15, 2.48, -0.85], [-2.92, 0.75, -1.00], [-0.98, 4.48, 2.71], [-0.15, 3.52, 1.68], [0.45, 2.83, 0.95]], "orbital_gap_ev": 7.097, "charge": -1, "relative_energy_kj_mol": 8.0, "e_lumo_ev": 1.80}

=====

> Number 2 is which compound?

C20H22CaIN4O5S